Arrangement A

Formula: C5H10N2S
Source: OMol25
Level of theory: ωB97M-V/def2-TZVPD

Computed properties:
HOMO-LUMO gap   8.71 eV
SMILES   CC/C=C\N=C\NS
LUMO energy   0.57 eV

CARTESIAN COORDINATES (ANGSTROEM)
C  -3.98377  -0.87675  -0.46428
C  -3.17718  -0.31005  0.65474
C  -2.43487  0.81374  0.07036
C  -1.08058  1.02634  -0.12409
N  -0.12999  0.03371  0.12948
C  1.06277  0.39567  -0.04778
N  2.08616  -0.47675  -0.24714
S  3.73761  -0.20701  0.15257
H  -4.67369  -0.11947  -0.81977
H  -3.35024  -1.05636  -1.30309
H  -4.70599  -1.78772  -0.34004
H  -4.02570  0.06554  1.39712
H  -2.56208  -1.01400  1.09753
H  -3.05254  1.63734  -0.16335
H  -0.75328  2.08723  -0.41516
H  1.27706  1.45587  -0.43149
H  1.81787  -1.34855  0.06756
H  4.21553  0.19989  -1.24048

---

Arrangement B

Formula: C5H10N2S
Source: OMol25
Level of theory: ωB97M-V/def2-TZVPD

Computed properties:
HOMO-LUMO gap   8.74 eV
SMILES   C=NN(CC)C(C)=S
LUMO energy   0.54 eV

CARTESIAN COORDINATES (ANGSTROEM)
C  -1.27326  2.40451  -0.23597
N  -0.23644  1.76598  0.16349
N  -0.22501  0.42789  -0.22286
C  1.16080  0.02558  -0.36135
C  1.92618  -0.15457  0.91940
C  -1.27128  -0.41906  -0.07135
C  -0.89952  -1.85665  -0.38880
S  -2.78490  -0.15012  0.53824
H  -1.24410  3.49058  -0.04528
H  -2.16849  1.85710  -0.62841
H  1.26492  -0.86679  -1.02952
H  1.73073  0.77915  -0.97513
H  1.49314  -0.96766  1.48964
H  2.95117  -0.46527  0.71589
H  2.02528  0.80186  1.44340
H  -1.82459  -2.43494  -0.36841
H  -0.28786  -2.26484  0.38089
H  -0.33677  -1.97277  -1.32387

---

Arrangement C

Formula: C5H10N2S
Source: OMol25
Level of theory: ωB97M-V/def2-TZVPD

Computed properties:
HOMO-LUMO gap   8.99 eV
SMILES   CNN(C=S)C1CC1
LUMO energy   0.80 eV

CARTESIAN COORDINATES (ANGSTROEM)
C  1.86419  -1.67419  0.62798
N  1.23009  -1.18202  -0.62396
N  0.11024  -0.42092  -0.34367
C  -1.06542  -0.95032  -0.07749
S  -2.45546  -0.08308  0.07469
C  0.23552  0.99606  -0.41103
C  1.61921  1.68296  -0.32399
C  0.46833  1.84215  0.74671
H  2.23664  -0.76368  1.20381
H  1.15658  -2.38863  1.12956
H  2.83856  -2.08802  0.29836
H  1.86518  -0.65090  -1.20992
H  -1.00244  -2.05021  0.06514
H  -0.58834  1.44374  -1.03625
H  1.81450  2.46417  -1.05706
H  2.44060  1.05220  0.25843
H  0.57207  1.34487  1.70041
H  -0.15934  2.80636  0.85285

---

We find arrangement B to be the most stable, with the next structure 60.8 kJ/mol higher.